# 1
{
  "formula": "C33H26BrN3PdSb",
  "method": "wB97M-V/def2-TZVPD",
  "species": ["Pd", "C", "C", "C", "C", "N", "C", "C", "C", "C", "C", "C", "N", "C", "C", "C", "C", "C", "N", "H", "H", "H", "H", "H", "H", "H", "H", "H", "H", "H", "Br", "C", "C", "C", "C", "C", "C", "Sb", "C", "C", "C", "C", "C", "C", "C", "C", "C", "C", "C", "C", "H", "H", "H", "H", "H", "H", "H", "H", "H", "H", "H", "H", "H", "H", "H"],
  "xyz": [[1.370394, -0.798583, 1.042702], [1.906407, -4.286207, -1.494784], [1.101348, -5.200492, -0.843148], [0.404871, -4.804342, 0.294308], [0.533371, -3.509019, 0.743669], [1.321834, -2.599647, 0.078098], [1.989302, -2.993961, -1.006474], [-0.118165, -2.996284, 1.989678], [-0.984398, -3.674600, 2.824848], [-1.475541, -3.019996, 3.950851], [-1.102332, -1.709424, 4.224540], [-0.233726, -1.070208, 3.357544], [0.222813, -1.732776, 2.289229], [0.312635, 0.312536, 3.471775], [0.050321, 1.143183, 4.539905], [0.647256, 2.397924, 4.586829], [1.494067, 2.777346, 3.563224], [1.719166, 1.900727, 2.516869], [1.142232, 0.700027, 2.450778], [2.475401, -4.565593, -2.370186], [1.019395, -6.217778, -1.202526], [-0.216960, -5.509170, 0.827660], [2.605383, -2.251103, -1.493910], [-1.268718, -4.694348, 2.608492], [-2.149386, -3.537730, 4.620526], [-1.477990, -1.199257, 5.099973], [-0.598998, 0.816816, 5.339835], [0.460370, 3.059528, 5.422309], [1.992670, 3.736311, 3.576092], [2.388193, 2.163223, 1.710193], [2.897133, 0.429771, -0.476988], [0.198839, -1.671957, -5.350028], [0.944956, -0.504423, -5.253581], [0.982414, 0.192703, -4.057447], [0.269277, -0.295936, -2.957968], [-0.477422, -1.472506, -3.048554], [-0.510512, -2.153021, -4.252479], [0.375133, 0.909594, -1.272007], [-1.184745, 0.788450, 0.129417], [-1.467371, 1.977622, 0.804859], [-2.546780, 2.026407, 1.674171], [-3.336189, 0.898515, 1.863341], [-3.050017, -0.282842, 1.186912], [-1.969749, -0.347732, 0.321817], [0.497826, 2.913257, -1.805396], [1.688360, 3.629844, -1.764075], [1.690536, 4.943188, -2.212426], [0.520007, 5.514244, -2.693650], [-0.664812, 4.783930, -2.729687], [-0.687766, 3.475119, -2.279225], [0.161553, -2.205809, -6.290398], [1.485302, -0.129925, -6.112116], [1.547278, 1.117091, -3.997597], [-1.043539, -1.860486, -2.214674], [-1.102261, -3.053874, -4.342984], [-0.876715, 2.870714, 0.635135], [-2.785934, 2.950780, 2.183236], [-4.191816, 0.945468, 2.524537], [-3.687306, -1.147989, 1.317206], [-1.764347, -1.274385, -0.196525], [2.609450, 3.194182, -1.398392], [2.606559, 5.517265, -2.188761], [0.529095, 6.537007, -3.045997], [-1.571498, 5.233745, -3.110255], [-1.616152, 2.914884, -2.308319]],
  "forces_ev_per_a": [[0.59, 0.06, 0.41], [-0.02, -0.14, -0.04], [0.03, -0.02, -0.05], [-0.02, 0.09, 0.04], [0.02, 0.35, 0.22], [-0.43, -0.35, 0.48], [0.01, 0.18, -0.01], [0.27, 0.02, -0.40], [-0.03, -0.07, 0.00], [0.07, 0.05, -0.07], [-0.02, 0.03, 0.06], [0.23, 0.34, -0.04], [-0.19, -0.25, -0.13], [0.03, -0.23, -0.22], [0.01, -0.04, -0.08], [0.00, 0.02, 0.02], [-0.03, 0.09, 0.11], [0.03, -0.08, -0.17], [-0.28, -0.39, 0.46], [0.01, 0.03, 0.00], [0.00, 0.00, 0.00], [0.01, -0.01, 0.00], [0.01, -0.01, 0.01], [-0.03, 0.00, 0.06], [0.00, 0.00, 0.00], [-0.02, -0.05, 0.01], [0.00, 0.00, 0.00], [0.00, 0.00, 0.00], [0.01, -0.01, -0.03], [0.02, 0.00, -0.02], [-0.67, 0.22, -0.27], [-0.02, -0.02, 0.04], [-0.04, -0.03, -0.01], [0.02, 0.06, 0.09], [0.13, -0.04, -0.08], [0.03, 0.03, 0.11], [0.03, 0.02, -0.12], [-0.16, 0.10, -0.42], [0.03, 0.12, 0.03], [0.06, 0.02, -0.08], [-0.03, -0.04, 0.01], [0.02, 0.03, 0.00], [-0.02, -0.02, 0.00], [0.03, -0.06, -0.03], [0.35, 0.05, 0.09], [0.04, 0.04, -0.03], [-0.04, 0.01, 0.00], [-0.06, -0.04, -0.01], [0.08, 0.11, -0.01], [-0.04, -0.12, 0.02], [0.00, -0.01, 0.01], [0.00, 0.01, 0.00], [0.01, -0.01, 0.01], [-0.03, 0.02, 0.10], [0.00, 0.00, 0.00], [0.01, 0.00, 0.01], [0.01, 0.00, 0.00], [0.00, 0.00, 0.00], [0.01, 0.00, -0.01], [0.03, -0.03, -0.06], [-0.02, -0.04, -0.01], [0.01, 0.00, 0.00], [-0.01, 0.00, 0.00], [0.00, 0.01, 0.00], [-0.01, 0.00, -0.01]],
  "lumo_energy_ev": -10.08,
  "e_above_lowest_ev": 0.3309,
  "gap_ha": 0.26375,
  "e_homo_ha": -0.634,
  "total_charge": 3
}

# 2
{
  "formula": "C18H38BClF4N3O7PS",
  "method": "wB97M-V/def2-TZVPD",
  "species": ["C", "C", "F", "C", "N", "Cl", "C", "P", "S", "B", "N", "O", "C", "N", "C", "C", "C", "C", "F", "F", "F", "C", "O", "O", "H", "H", "H", "H", "H", "H", "H", "H", "H", "H", "H", "H", "H", "H", "H", "H", "H", "H", "C", "O", "C", "C", "O", "C", "H", "H", "H", "H", "H", "H", "H", "H", "H", "H", "C", "O", "C", "C", "O", "C", "H", "H", "H", "H", "H", "H", "H", "H", "H", "H"],
  "xyz": [[2.174382, 3.959454, 0.712266], [0.960075, 3.488243, -0.178092], [-0.138418, 4.165769, 0.341533], [0.656181, 1.974266, -0.034823], [1.847637, 1.077958, -0.210286], [1.606955, -0.267853, 0.905114], [2.069931, 0.611822, -1.624857], [3.286374, -0.847824, -1.474388], [4.867359, -0.418827, -0.405146], [2.882852, 1.712473, -2.538178], [4.135569, 2.371288, -2.081006], [2.460879, 2.042435, -3.805330], [0.796791, 0.037373, -2.314046], [-0.447541, 0.191040, -1.523141], [-0.589983, 1.533674, -0.895384], [-1.827075, 1.430599, 0.073218], [-1.758637, 0.193934, 1.022328], [-3.103772, -0.046973, 1.753751], [-3.747877, 1.091073, 2.013209], [-2.861494, -0.767548, 2.881485], [-3.884730, -0.844331, 0.979117], [-0.968418, 2.558874, -2.013706], [-1.952024, 3.273118, -1.805671], [-0.282843, 2.683195, -3.057400], [3.036342, 4.106053, 0.020058], [2.470217, 3.183041, 1.447422], [1.967114, 4.944783, 1.156656], [1.198791, 3.812318, -1.210126], [0.328834, 1.834517, 1.015765], [2.746935, 1.488581, 0.092307], [2.611477, -2.009599, -1.011019], [3.700744, -1.163576, -2.803852], [4.941997, 1.769885, -2.240867], [4.076324, 2.670932, -1.111855], [3.276266, 2.069186, -4.338536], [0.940124, -1.065322, -2.460353], [0.640055, 0.440908, -3.338067], [-1.201991, 0.144881, -2.212098], [-1.882945, 2.326074, 0.722430], [-2.754312, 1.316707, -0.521126], [-0.989368, 0.305300, 1.819468], [-1.527050, -0.759323, 0.514166], [-4.727052, -2.184997, -1.934966], [-4.180118, -1.241987, -2.845346], [-4.479054, -1.543719, -4.202367], [-5.654016, -0.729744, -4.715450], [-6.858316, -1.052177, -4.033505], [-7.167612, -0.131901, -2.997115], [-4.733294, -1.731086, -0.944357], [-5.749221, -2.467281, -2.192997], [-4.097147, -3.081127, -1.906873], [-4.665049, -2.615586, -4.325062], [-3.592712, -1.288354, -4.791196], [-5.809738, -0.969611, -5.771716], [-5.445461, 0.342185, -4.642096], [-7.620194, 0.769630, -3.421662], [-6.285487, 0.144156, -2.416193], [-7.888826, -0.605256, -2.330633], [4.255042, -2.514819, 6.924072], [3.216440, -3.177759, 6.219377], [2.346016, -2.280061, 5.546343], [2.696565, -2.153511, 4.073577], [3.978025, -1.571901, 3.882437], [4.993037, -2.535895, 3.643527], [5.035777, -3.244770, 7.137934], [4.691169, -1.698920, 6.345025], [3.871638, -2.124743, 7.872426], [2.353253, -1.299835, 6.033150], [1.334692, -2.688484, 5.632184], [1.969989, -1.486084, 3.598292], [2.637084, -3.125962, 3.573323], [4.959110, -2.861929, 2.598859], [4.896798, -3.403694, 4.298797], [5.956934, -2.063353, 3.831267]],
  "forces_ev_per_a": [[0.35, -0.83, -1.32], [1.68, 0.90, 1.02], [0.16, -0.63, -0.55], [-1.82, 0.72, 0.05], [-0.03, -0.41, -0.39], [0.17, -0.03, 0.15], [-0.45, -0.76, -1.04], [1.41, 0.26, 0.16], [-0.31, -0.12, 0.07], [0.20, 1.68, -0.54], [-1.22, -0.61, -0.12], [0.75, -2.10, 0.63], [-0.78, -0.66, -0.48], [1.15, 0.33, 0.10], [-1.08, -0.49, 0.06], [0.32, -0.91, 0.47], [-0.07, 0.06, 0.56], [1.92, -0.63, -1.25], [-0.26, -0.54, 0.50], [-0.59, 0.66, 0.04], [-0.33, 0.55, 0.39], [-0.49, 2.36, -1.03], [-0.79, -0.37, 1.07], [1.53, -1.63, 0.51], [-0.36, -0.01, 0.59], [-0.25, 0.69, 0.05], [-0.05, -0.62, 0.01], [-0.91, -0.29, 0.29], [0.57, 0.23, -0.50], [-0.23, -0.01, 0.18], [-0.21, 0.52, -0.50], [-0.79, 0.17, 0.25], [0.12, 0.37, 0.43], [0.68, -0.32, -0.08], [-0.41, 0.85, -0.06], [-0.07, 0.58, 0.22], [0.63, 0.29, 0.76], [0.07, -0.13, 0.35], [-0.17, -0.28, -0.76], [0.61, 0.46, 0.17], [-0.52, 0.10, -0.40], [-0.13, 0.58, 0.02], [0.15, 0.05, 0.14], [-0.18, -0.13, -0.03], [0.16, 0.32, 0.08], [-0.18, -0.27, -0.09], [0.20, 0.08, 0.15], [-0.12, -0.02, -0.05], [0.06, -0.02, -0.13], [0.01, 0.02, -0.09], [-0.08, -0.07, 0.01], [-0.08, 0.02, 0.01], [-0.02, 0.00, -0.04], [0.03, 0.02, -0.01], [0.07, -0.03, 0.06], [0.03, 0.06, 0.06], [0.02, 0.00, -0.04], [-0.01, -0.03, -0.08], [-0.02, -0.12, 0.14], [0.11, 0.24, -0.16], [-0.09, -0.37, -0.01], [0.14, 0.32, 0.04], [-0.05, -0.20, 0.10], [0.05, 0.08, -0.11], [-0.08, -0.03, 0.00], [-0.04, 0.01, -0.03], [0.06, 0.07, 0.00], [0.04, 0.03, -0.07], [-0.02, 0.03, -0.02], [-0.08, 0.00, 0.03], [0.00, -0.04, 0.09], [0.04, -0.07, 0.00], [-0.05, 0.02, 0.01], [-0.06, 0.06, -0.04]],
  "lumo_energy_ev": -2.02,
  "smiles": "C[C@H](F)[C@@H]1[N@@H+](Cl)[C@]([PH2]=S)(B(N)O)CN[C@]1(CCC(F)(F)F)C(=O)[O-].COCCOC.COCCOC",
  "gap_ha": 0.20697,
  "e_homo_ha": -0.281
}